The following is a DFT calculation (ωB97M-V/def2-TZVPD) of a cluster of 11 separate species, C66H144Br2N9O9 in total.

Max |F|   11.672 eV Å⁻¹
E_HOMO   -19.294 eV
LUMO   -14.1 eV
Gap between HOMO and LUMO   5.24 eV
2S+1   1
Charge   +7

Structure (XYZ):
```
230
Properties=species:S:1:pos:R:3:forces:R:3:mulliken_charge:R:1
C 0.0051 1.9436 9.0054 -2.01 0.98 -0.05 -1.680
C -0.8947 0.7327 8.9253 0.07 -0.64 -1.40 1.368
C -1.9235 0.6306 9.9876 -1.58 -0.87 0.52 -1.151
C -2.9982 -0.4418 9.6605 0.46 -0.85 0.95 -0.728
C -3.6952 -0.2049 8.3574 -1.19 -0.12 -0.77 -1.301
C -2.8379 0.1031 7.1011 -0.60 -0.39 0.24 1.725
N -1.6039 0.7468 7.5374 5.41 3.91 -4.59 0.814
O -0.8627 1.3379 6.6137 -4.51 -3.21 4.61 -0.303
C -3.6574 1.0257 6.1458 0.66 0.20 -0.14 -1.820
C -2.3796 -1.1966 6.3596 -1.32 0.33 0.50 -1.438
C -0.0703 -0.5449 8.8820 0.67 -0.30 0.94 -1.827
H 0.8981 1.8028 8.4643 1.04 -0.05 -0.54 0.380
H 0.1921 2.1319 10.0588 0.13 0.14 0.02 0.426
H -0.5753 2.7916 8.5525 0.80 -0.42 0.71 0.418
H -2.4392 1.5631 10.1609 -0.04 0.53 -0.05 0.381
H -1.4037 0.3863 10.9136 -0.07 0.00 0.04 0.511
H -3.7875 -0.4626 10.4409 0.62 0.12 -0.31 0.437
H -2.5872 -1.4770 9.6541 0.04 0.70 0.19 0.312
H -4.4180 0.5991 8.4735 0.10 0.41 0.05 0.559
H -4.3604 -1.0727 8.1407 0.62 0.41 -0.11 0.417
H -3.4281 1.0329 5.0679 0.37 -0.48 0.48 0.249
H -3.6393 2.0754 6.4404 0.06 -0.10 0.36 0.446
H -4.6639 0.6769 6.2662 -0.64 -0.13 -0.10 0.511
H -1.5562 -0.9218 5.7502 0.96 -0.13 -0.65 0.127
H -3.2416 -1.4182 5.7134 0.30 -0.33 0.24 0.472
H -2.1526 -2.0297 7.0426 -0.09 0.40 -0.29 0.357
H 0.2940 -0.6509 9.9017 0.26 0.10 0.16 0.481
H 0.7899 -0.5340 8.2395 0.23 0.38 -0.57 0.398
H -0.5921 -1.4597 8.7267 -0.77 -0.53 -0.37 0.376
C 3.9523 -3.1544 7.9409 -0.70 0.55 -0.56 -1.599
C 3.9786 -4.4532 7.1107 0.60 0.36 -0.10 1.374
C 2.6015 -4.9130 6.7165 -2.05 0.06 -0.02 -1.526
C 1.8820 -4.1058 5.6328 0.54 -0.40 -0.39 0.555
C 2.8162 -4.0479 4.4316 -2.00 -0.54 -1.54 -0.996
C 4.2361 -3.6474 4.5565 0.99 1.41 0.47 1.552
N 4.7494 -4.0476 5.8748 7.34 -3.24 -0.31 0.939
O 6.0300 -4.2516 5.9173 -6.28 1.59 0.11 -0.359
C 4.4067 -2.0840 4.6485 0.74 -0.37 0.80 -1.506
C 5.1599 -4.0934 3.4059 -0.01 0.77 -0.50 -1.581
C 4.7435 -5.5567 7.8268 -0.09 -1.33 0.21 -1.716
H 3.4646 -2.3234 7.4034 0.46 -0.25 0.03 0.275
H 4.9296 -2.8862 8.3001 0.47 0.18 -0.07 0.434
H 3.3214 -3.2882 8.7952 -0.30 -0.50 0.61 0.517
H 2.0070 -4.8334 7.6025 -0.27 0.19 0.93 0.539
H 2.4802 -5.9781 6.5268 0.82 -0.11 -0.46 0.472
H 1.5705 -3.1005 5.9240 0.16 -0.04 0.22 -0.072
H 0.9715 -4.6252 5.2364 0.67 0.33 0.75 -0.064
H 2.3616 -3.3070 3.7867 -0.03 0.20 -0.58 -0.178
H 2.7126 -5.0112 3.8898 0.43 0.36 0.32 0.500
H 5.5027 -1.9076 4.8087 -1.02 0.18 -0.25 0.451
H 3.8173 -1.6539 5.4583 0.15 0.02 -0.07 0.060
H 4.0260 -1.6613 3.7345 0.03 0.16 -0.34 0.469
H 6.2197 -4.0687 3.6714 -0.32 -0.29 0.17 0.430
H 5.0727 -3.2837 2.6528 -0.20 -0.61 0.16 0.308
H 4.8802 -5.0377 2.9349 0.05 0.01 0.32 0.394
H 5.8203 -5.5718 7.7244 0.13 0.70 0.19 0.448
H 4.4802 -6.5757 7.4517 -0.29 0.84 0.31 0.385
H 4.4931 -5.4743 8.8893 0.06 -0.25 -0.19 0.407
C 3.6161 7.2533 -0.6242 0.89 -0.10 -0.01 -1.497
C 2.8121 6.1487 -1.3292 -0.90 0.36 0.97 1.826
C 1.3469 6.2607 -0.8702 -1.89 -1.66 -0.55 -1.421
C 0.6545 7.5066 -1.3022 0.63 0.70 -0.22 -0.694
C 0.5917 7.5670 -2.8472 0.49 -0.13 1.93 -1.217
C 1.9987 7.4928 -3.5226 -0.49 -0.06 1.70 1.239
N 2.6817 6.2874 -2.8018 2.55 -3.01 -3.31 0.959
O 3.1400 5.3583 -3.5263 -1.94 3.73 2.94 -0.399
C 2.8802 8.7789 -3.3321 -0.60 -0.35 -1.22 -1.731
C 1.8269 7.1886 -4.9722 0.02 -0.31 -0.76 -1.734
C 3.3489 4.8016 -0.9073 0.65 0.18 -1.36 -2.032
H 3.0189 7.6382 0.1938 -0.03 0.35 -0.04 0.380
H 3.9865 8.0571 -1.2621 -0.12 -0.16 0.26 0.295
H 4.4683 6.7357 -0.1578 -0.08 0.51 -0.28 0.446
H 1.3171 6.1325 0.1983 0.29 0.11 0.51 0.583
H 0.7041 5.4149 -1.2485 0.93 0.23 0.10 0.144
H 1.2266 8.2817 -0.8249 0.12 1.07 -0.28 0.382
H -0.3290 7.5956 -0.8538 -0.27 -0.20 -0.15 0.481
H 0.0847 8.4701 -3.1436 -0.09 0.25 -0.47 0.496
H -0.0158 6.6871 -3.0588 0.03 0.05 -0.86 0.439
H 3.9210 8.5785 -3.6605 -0.51 0.26 0.63 0.462
H 2.7281 9.4491 -2.4780 0.29 -0.84 0.22 0.401
H 2.4396 9.3473 -4.1443 0.20 0.49 -0.28 0.507
H 1.1557 7.9270 -5.4176 0.03 -0.02 0.23 0.470
H 1.4255 6.2042 -5.1852 -0.29 -0.16 0.25 0.429
H 2.7470 7.2430 -5.5199 0.67 0.16 -0.23 0.448
H 4.4294 4.7543 -1.1899 -0.78 -0.23 0.62 0.539
H 2.8070 4.1174 -1.5301 -0.12 -1.07 0.02 0.379
H 3.1233 4.6201 0.1506 0.37 0.20 -0.34 0.431
C -4.2220 -3.9295 0.7224 -0.25 0.43 -1.46 -1.728
C -4.7811 -4.2082 2.0805 0.81 -1.13 0.56 1.079
C -5.9126 -5.2109 2.0627 -0.35 -0.61 -0.43 -1.061
C -5.4886 -6.6401 1.6915 -0.50 0.56 0.51 -0.775
C -4.5506 -7.2243 2.7407 1.21 -1.12 0.06 -1.069
C -3.2006 -6.3871 3.0208 -1.53 -0.29 0.20 1.063
N -3.4780 -4.8768 2.7257 0.98 2.25 4.62 0.774
O -2.6987 -4.1000 3.2832 -2.15 -2.29 -2.21 -0.028
C -2.1488 -6.6765 1.9843 1.54 -0.61 0.66 -1.499
C -2.6878 -6.6618 4.4670 -1.64 0.44 -0.86 -1.626
C -5.1395 -2.9173 2.7688 0.50 0.62 -0.28 -1.311
H -3.9911 -4.7973 0.1108 0.38 -0.31 0.34 0.459
H -3.3687 -3.2576 0.8119 -0.03 0.03 -0.27 0.298
H -5.0056 -3.4677 0.1220 0.00 0.48 0.16 0.513
H -6.5774 -4.8070 1.2768 -0.01 -0.27 0.43 0.477
H -6.4839 -5.2667 2.9972 0.24 0.39 -0.06 0.383
H -4.9856 -6.6162 0.7314 -0.04 -0.26 -0.31 0.369
H -6.4308 -7.2168 1.5966 0.80 -0.01 0.01 0.419
H -4.1889 -8.2093 2.3870 0.13 0.50 -0.32 0.499
H -5.0259 -7.6225 3.6571 -0.07 1.25 -0.02 0.465
H -2.5626 -6.4266 1.0339 0.17 0.02 -1.00 0.441
H -1.8966 -7.7547 2.0217 -0.22 0.57 -0.13 0.448
H -1.1964 -6.1140 2.2069 -1.03 -0.40 -0.38 0.256
H -1.7785 -6.1748 4.7546 0.68 0.01 -0.24 0.263
H -2.6449 -7.7455 4.4432 0.50 -0.19 0.32 0.468
H -3.4413 -6.4079 5.2154 -0.10 0.04 -0.14 0.470
H -5.9341 -2.5256 2.0949 0.34 0.03 0.81 0.336
H -4.2849 -2.2295 2.7111 -0.41 0.06 -0.04 0.158
H -5.4593 -2.9758 3.8179 -0.16 -0.32 -0.45 0.433
C 5.2154 2.8028 -6.8707 0.73 -2.52 -0.31 -1.640
C 3.9654 1.9174 -7.1519 -0.13 1.16 -1.91 1.537
C 2.9867 2.7032 -8.0601 0.66 0.82 -0.78 -0.946
C 3.5886 2.9085 -9.4320 0.76 1.07 -0.26 -0.859
C 3.8586 1.6203 -10.1397 -0.70 -0.04 -0.19 -1.117
C 4.7787 0.6362 -9.4228 -0.77 -0.80 0.49 1.053
N 4.3682 0.6849 -8.0050 -1.27 -5.29 5.23 0.887
O 4.2073 -0.4157 -7.3250 1.11 5.21 -4.15 -0.366
C 6.2550 1.0268 -9.4821 -0.06 1.83 -0.73 -1.394
C 4.5047 -0.7162 -10.0374 -0.79 -0.66 0.19 -1.674
C 3.2488 1.4822 -5.9359 0.13 -0.52 1.58 -1.864
H 5.9314 2.1427 -6.3810 0.17 -0.06 0.27 0.453
H 5.0205 3.5690 -6.1664 -0.57 0.94 0.33 0.357
H 5.7640 3.1185 -7.7510 -0.48 0.46 -0.02 0.310
H 2.8654 3.7129 -7.6870 0.09 0.12 0.72 0.305
H 1.9798 2.3282 -8.1231 -0.30 -0.81 0.11 0.393
H 4.4539 3.5706 -9.3461 0.39 -0.38 0.11 0.396
H 2.9788 3.5667 -10.0265 -0.78 -0.12 -0.37 0.492
H 4.2486 1.6781 -11.1481 0.12 0.48 -0.21 0.534
H 2.8802 1.1385 -10.2368 0.11 -0.22 -0.10 0.422
H 6.5709 0.8053 -10.4950 0.10 -0.29 -0.20 0.411
H 6.9810 0.5850 -8.8031 -0.41 -0.10 0.23 0.312
H 6.2541 2.1386 -9.4631 0.57 -0.70 0.31 0.392
H 4.7059 -0.5250 -11.0804 0.52 -0.54 -0.39 0.474
H 3.4579 -1.0887 -10.0395 0.35 0.76 0.41 0.407
H 5.0628 -1.5254 -9.5987 0.69 -0.16 -0.21 0.421
H 2.4113 0.7750 -6.0891 0.53 0.51 -0.01 0.430
H 2.9151 2.3924 -5.4656 -0.70 0.52 -0.13 0.437
H 3.9128 1.1287 -5.1435 0.11 -0.64 -0.32 0.433
C -4.7071 4.3585 0.3249 -0.78 -1.08 -1.38 -1.704
C -5.8375 3.4463 -0.2778 2.16 1.60 0.30 0.910
C -6.5763 4.2533 -1.3881 -0.44 -0.61 0.41 -0.975
C -7.4740 3.3004 -2.1522 0.03 -0.07 -1.87 -0.580
C -6.7805 2.1108 -2.9141 -0.57 0.63 1.24 -1.017
C -5.8720 1.3581 -1.9277 -0.16 -0.80 -0.07 1.489
N -5.0499 2.4359 -1.1457 -11.21 -2.53 2.03 1.125
O -4.0282 2.6363 -1.4642 9.89 1.92 -2.54 -0.434
C -4.8975 0.5053 -2.7317 1.08 0.55 2.17 -2.157
C -6.7444 0.4881 -1.0000 0.44 0.18 0.52 -1.102
C -6.7587 2.9422 0.8174 0.47 -1.17 -0.78 -1.513
H -5.2566 5.0128 0.9491 -0.15 1.01 0.66 0.527
H -4.2340 4.8914 -0.5146 0.04 -0.01 0.65 0.417
H -3.9936 3.7868 0.9110 0.06 -0.07 0.02 0.281
H -5.8820 4.8023 -2.0292 0.04 -0.06 0.14 0.395
H -7.2230 4.9656 -0.8397 0.44 -0.13 -0.37 0.377
H -8.0352 3.8436 -2.9115 -0.18 0.16 0.17 0.463
H -8.1825 2.9326 -1.4340 -0.52 -0.44 -0.05 0.338
H -6.2442 2.3392 -3.8364 0.17 0.69 0.24 0.419
H -7.5331 1.3804 -3.2499 0.04 0.26 0.32 0.376
H -4.2789 1.1251 -3.3613 -0.26 -0.03 -0.88 0.496
H -5.4636 -0.2892 -3.1571 -0.22 -0.37 -0.91 0.493
H -4.1638 0.0590 -2.0456 -0.24 -0.20 0.08 0.284
H -6.1827 0.1431 -0.1126 -0.10 -0.11 -0.62 -0.045
H -7.0702 -0.3485 -1.6327 -0.04 0.15 0.44 0.540
H -7.6102 1.0192 -0.5928 0.13 -0.31 -0.55 0.299
H -7.1032 3.7947 1.3397 0.14 0.99 0.92 0.582
H -6.2569 2.2019 1.4570 -0.27 0.40 -0.07 0.150
H -7.6806 2.5603 0.4237 -0.25 -0.51 -0.09 0.456
C -4.8175 -3.9689 -9.4157 0.27 0.10 0.81 -1.240
C -4.7185 -3.0050 -8.2039 0.16 0.90 -1.93 0.149
C -3.3660 -2.9780 -7.5225 -0.04 0.06 -0.61 -0.717
O -3.4036 -2.0512 -6.4528 -0.58 -0.62 -0.99 -0.230
C -2.1482 -1.9007 -5.8260 -0.76 -1.59 0.31 -0.634
N -4.9135 -1.5284 -8.7281 0.18 0.49 1.76 -0.367
H -4.1105 -1.0873 -9.1805 0.16 -0.60 -0.26 0.347
H -5.7231 -1.3102 -9.2730 -0.87 -0.45 -0.86 0.357
H -5.0454 -0.9553 -7.8835 0.17 -0.17 -0.02 0.337
H -4.1792 -3.5791 -10.2015 0.19 -0.10 -0.24 0.397
H -5.8397 -4.0357 -9.8190 0.36 -0.12 0.36 0.387
H -4.4258 -4.9733 -9.1279 -0.52 0.71 -0.24 0.361
H -5.5271 -3.1328 -7.4930 -0.02 -0.06 0.17 0.296
H -2.5153 -2.7141 -8.2222 -0.89 -0.36 0.43 0.403
H -3.2751 -4.0213 -7.2383 0.67 -0.21 0.64 0.396
H -1.8850 -2.8556 -5.3163 0.14 0.55 -0.33 0.305
H -2.3929 -1.1811 -5.0849 0.68 0.94 0.67 0.113
H -1.4062 -1.6428 -6.5675 0.49 0.39 0.07 0.347
C -0.2903 -1.8513 1.7385 -0.53 2.34 0.73 -0.570
C -0.0738 -0.3372 1.4065 2.56 -1.04 0.06 0.526
C -0.4312 -0.0475 -0.0321 -1.17 -0.94 1.06 -0.569
O 0.1867 1.1217 -0.4340 0.70 1.03 0.55 -0.096
C -0.2176 1.6101 -1.6667 0.90 -0.50 -1.95 -0.415
N -0.7170 0.5995 2.3833 0.72 -2.26 1.07 0.388
H -0.4829 1.5525 2.1880 0.40 0.68 0.07 0.361
H -1.7208 0.5068 2.3044 -1.20 0.07 -0.12 -0.359
H -0.3842 0.2615 3.3738 0.03 0.94 -1.09 -0.260
H -1.3212 -1.9012 2.0715 -0.23 -0.84 0.02 0.072
H 0.4095 -2.1500 2.4992 -0.06 -0.03 0.63 -0.269
H -0.0644 -2.4197 0.8755 -0.21 -0.65 -0.95 0.662
H 1.0211 -0.2065 1.5635 -0.63 0.37 -0.23 0.088
H -1.5262 0.0064 0.0160 -0.16 0.33 -0.71 -0.046
H -0.1837 -0.9493 -0.6179 0.28 0.51 -0.22 0.361
H -1.2080 2.0437 -1.6932 -0.49 -0.21 0.13 0.079
H -0.0643 0.8017 -2.4124 -0.81 0.11 0.11 0.337
H 0.4695 2.3575 -2.0994 0.03 0.10 0.97 0.025
C 7.8475 -2.0089 -1.7292 -0.16 0.30 2.00 -1.200
C 7.9589 -0.7345 -0.8177 -0.54 0.19 -0.54 0.080
C 6.6321 -0.1786 -0.3258 -0.62 -1.89 -0.52 -0.615
O 6.8074 0.9439 0.4329 0.43 1.17 -0.02 -0.410
C 5.6891 1.8133 0.3935 0.07 0.14 -0.77 -0.772
N 8.8130 -1.0000 0.3956 0.61 -2.26 -0.60 -0.260
H 9.7558 -1.2910 0.0821 -0.21 0.38 0.30 0.406
H 8.8804 -0.2086 1.0022 0.09 0.99 0.53 0.349
H 8.4726 -1.8115 0.9552 0.03 0.67 -0.42 0.313
H 6.9334 -2.0293 -2.3188 0.13 0.45 -0.19 0.343
H 7.6969 -2.8556 -1.0186 0.48 0.18 -0.70 0.373
H 8.7304 -2.1223 -2.3574 -0.13 -0.22 0.12 0.392
H 8.4492 0.1079 -1.3114 0.15 -0.22 -0.14 0.334
H 6.0858 -0.8977 0.2959 0.03 -0.57 -0.08 0.308
H 6.0138 -0.0924 -1.2303 0.03 0.63 0.08 0.361
H 5.4764 2.1360 -0.6425 0.19 -0.14 0.26 0.283
H 5.9313 2.6756 0.9771 0.13 0.44 0.42 0.374
H 4.7995 1.3392 0.7770 -0.37 -0.30 0.32 0.352
Br 1.2525 -0.3099 4.8498 -0.34 -0.10 -0.18 -0.573
Br -3.8552 0.5568 1.2779 0.19 -0.06 0.06 -0.456
```
Positions in Å, forces in eV/Å.